Entry 1:
Formula: C3H7NO2
Source: OMol25
Level of theory: ωB97M-V/def2-TZVPD

Atoms and positions in Å:
1 O 1.521 1.067 1.588
2 C 0.751 0.620 0.796
3 N 0.715 0.825 -0.606
4 C -0.698 0.640 -0.921
5 C -1.114 -0.486 0.011
6 O -0.336 -0.168 1.171
7 H 1.325 0.179 -1.104
8 H -1.204 1.558 -0.607
9 H -0.870 0.467 -1.980
10 H -2.167 -0.485 0.295
11 H -0.857 -1.477 -0.399
12 H 1.117 -1.435 0.990
13 H 1.817 -1.305 0.766

Cartesian forces (eV/Å) of the 3 atoms listed first:
-0.3 -0.4 -0.4
-0.2 0.3 0.4
-0.1 0.1 0.1

LUMO ... 0.82 eV
SMILES ... O=C1NCCO1.[H][H]
HOMO-LUMO gap ... 11.278 eV

***

Entry 2:
Formula: C20H39IN2O5S2
Source: OMol25
Level of theory: ωB97M-V/def2-TZVPD

Atoms and positions in Å:
1 N 1.647 -0.870 3.366
2 C 0.507 -1.308 4.213
3 C -0.776 -1.770 3.360
4 C -0.402 -2.495 1.990
5 C -1.748 -2.614 1.109
6 C -1.281 -2.902 -0.393
7 C -1.214 -1.604 -1.325
8 N -1.648 -0.293 -0.793
9 C -0.569 0.298 -0.031
10 O -0.776 1.008 0.959
11 C 0.778 -0.201 -0.720
12 C 0.282 -1.288 -1.771
13 C 0.569 -0.735 -3.234
14 C 2.091 -0.369 -3.516
15 C 3.142 -1.480 -3.076
16 I 4.921 -0.568 -2.152
17 H 2.219 -0.167 3.844
18 H 2.195 -1.702 3.126
19 H 0.802 -2.206 4.861
20 H 0.220 -0.462 4.913
21 H -1.460 -0.893 3.144
22 H -1.405 -2.517 3.956
23 H 0.081 -3.507 2.161
24 H 0.297 -1.822 1.410
25 H -2.391 -1.691 1.201
26 H -2.319 -3.499 1.557
27 H -0.279 -3.451 -0.308
28 H -1.966 -3.648 -0.927
29 H -1.980 -1.799 -2.148
30 H -2.586 -0.236 -0.389
31 H 1.234 0.765 -1.125
32 H 1.522 -0.589 0.052
33 H 0.752 -2.316 -1.792
34 H 0.149 -1.396 -4.068
35 H -0.019 0.246 -3.328
36 H 2.318 0.614 -3.010
37 H 2.212 -0.234 -4.642
38 H 3.538 -2.073 -3.964
39 H 2.766 -2.227 -2.321
40 O 5.177 0.038 3.789
41 S 4.522 1.293 3.499
42 O 3.442 1.803 4.313
43 C 5.771 2.559 3.336
44 C 6.158 2.519 1.863
45 C 4.844 2.381 1.092
46 C 4.019 1.291 1.781
47 H 6.603 2.348 4.006
48 H 5.312 3.515 3.597
49 H 6.709 3.414 1.569
50 H 6.795 1.651 1.667
51 H 4.300 3.330 1.125
52 H 5.016 2.139 0.040
53 H 2.950 1.494 1.718
54 H 4.235 0.305 1.368
55 O -5.186 -0.702 -1.347
56 S -5.658 0.003 -2.517
57 O -5.952 -0.675 -3.758
58 C -7.067 0.994 -2.052
59 C -6.463 2.318 -1.601
60 C -5.371 2.646 -2.622
61 C -4.551 1.372 -2.841
62 H -7.633 0.491 -1.269
63 H -7.689 1.127 -2.939
64 H -7.218 3.105 -1.548
65 H -6.019 2.208 -0.607
66 H -5.834 2.953 -3.565
67 H -4.737 3.469 -2.285
68 H -4.180 1.302 -3.864
69 H -3.718 1.306 -2.139

Cartesian forces (eV/Å) of the 3 atoms listed first:
-0.6 -0.3 0.3
-0.7 -0.6 0.4
0.3 -0.4 0.0

LUMO ... 0.13 eV
SMILES ... NCCCCC[C@H]1NC(=O)C[C@@H]1CCCI.O=S1(=O)CCCC1.O=S1(=O)CCCC1
HOMO-LUMO gap ... 8.801 eV

***

Entry 3:
Formula: C35H29Cl4NO8PS3Y
Source: OMol25
Level of theory: ωB97M-V/def2-TZVPD

Atoms and positions in Å:
1 Y -1.169 -0.736 -0.379
2 O -1.331 -5.041 1.674
3 C -0.912 -3.784 1.583
4 O -1.577 -2.904 1.097
5 C 0.434 -3.535 2.241
6 O 1.171 -2.554 1.559
7 C 1.785 -3.070 0.364
8 C 0.708 -3.588 -0.631
9 O 0.648 -4.810 -0.803
10 O -0.062 -2.697 -1.089
11 H -2.134 -5.129 1.141
12 H 0.984 -4.478 2.315
13 H 0.238 -3.145 3.243
14 H 2.487 -3.868 0.628
15 H 2.313 -2.237 -0.080
16 Cl -1.027 -1.101 -7.236
17 C -1.523 -1.213 -5.580
18 C -2.706 -1.842 -5.238
19 Cl -3.712 -2.525 -6.471
20 C -3.078 -1.935 -3.890
21 Cl -4.539 -2.746 -3.442
22 C -2.298 -1.407 -2.862
23 O -2.633 -1.501 -1.603
24 C -1.066 -0.755 -3.222
25 O -0.302 -0.270 -2.269
26 C -0.719 -0.679 -4.566
27 Cl 0.798 0.076 -4.948
28 C -3.900 -1.641 2.222
29 C -3.151 -0.726 3.193
30 C -1.956 -1.402 3.873
31 C -2.747 0.601 2.517
32 C -2.771 1.776 3.495
33 O -1.486 2.371 3.360
34 C -0.796 1.677 2.420
35 N -1.388 0.658 1.920
36 C 0.528 2.309 2.188
37 C 0.933 3.175 3.223
38 C 2.062 3.958 3.139
39 C 2.832 3.918 1.986
40 C 2.472 3.053 0.976
41 C 1.349 2.222 1.050
42 P 1.121 1.037 -0.349
43 C 1.452 2.153 -1.792
44 C 0.359 2.758 -2.410
45 C 0.528 3.585 -3.508
46 C 1.795 3.833 -4.011
47 C 2.893 3.254 -3.396
48 C 2.724 2.422 -2.299
49 C 2.741 0.171 -0.252
50 C 3.190 -0.470 -1.411
51 C 4.386 -1.168 -1.413
52 C 5.136 -1.265 -0.248
53 C 4.670 -0.681 0.920
54 C 3.479 0.033 0.920
55 H -4.116 -2.605 2.690
56 H -3.339 -1.821 1.309
57 H -4.836 -1.175 1.920
58 H -3.863 -0.452 3.980
59 H -1.117 -1.457 3.184
60 H -2.219 -2.412 4.198
61 H -1.635 -0.834 4.751
62 H -3.461 0.798 1.724
63 H -2.904 1.472 4.539
64 H -3.535 2.501 3.212
65 H 0.320 3.235 4.108
66 H 2.329 4.613 3.959
67 H 3.707 4.548 1.878
68 H 3.082 3.009 0.086
69 H -0.638 2.568 -2.036
70 H -0.343 4.021 -3.982
71 H 1.927 4.463 -4.883
72 H 3.891 3.443 -3.774
73 H 3.606 1.976 -1.860
74 H 2.577 -0.423 -2.306
75 H 4.728 -1.648 -2.322
76 H 6.077 -1.802 -0.249
77 H 5.236 -0.784 1.838
78 H 3.122 0.477 1.841
79 S -4.239 3.531 0.353
80 C -3.990 2.006 -0.346
81 S -2.345 1.614 -0.844
82 S -5.258 1.006 -0.815

Cartesian forces (eV/Å) of the 3 atoms listed first:
0.2 -0.4 1.7
0.1 -0.2 0.1
0.0 0.2 0.2

LUMO ... 3.83 eV
Total charge ... -2
HOMO-LUMO gap ... 4.555 eV

***

Entry 4:
Formula: C4H13N2O
Source: OMol25
Level of theory: ωB97M-V/def2-TZVPD

Atoms and positions in Å:
1 C 1.064 -0.236 -0.746
2 C 0.381 0.844 0.035
3 C 0.249 0.576 1.530
4 C 1.223 0.010 2.272
5 N -0.900 1.112 2.085
6 N 0.130 -1.432 -0.992
7 H 1.535 -0.012 -1.683
8 H 1.874 -0.565 -0.076
9 H -0.652 1.083 -0.284
10 H 1.088 1.662 -0.005
11 H 1.761 -0.837 1.860
12 H 1.369 0.045 3.352
13 H -1.641 0.504 -3.353
14 H -1.810 1.284 1.701
15 H -0.803 1.280 3.080
16 H 0.345 -1.756 -0.029
17 H -0.865 -1.283 -1.237
18 H 0.558 -2.213 -1.488
19 H -2.206 -0.931 -3.542
20 O -1.620 -0.386 -3.002

Cartesian forces (eV/Å) of the 3 atoms listed first:
0.3 -0.3 -0.5
-1.0 -0.6 0.3
-0.6 -0.3 0.5

LUMO ... -3.25 eV
Total charge ... +1
HOMO-LUMO gap ... 8.209 eV

***

Entry 5:
Formula: C5H6O2
Source: OMol25
Level of theory: ωB97M-V/def2-TZVPD

Atoms and positions in Å:
1 O -2.104 0.317 0.822
2 C -0.826 -0.176 0.628
3 C -0.393 -0.438 -0.857
4 O -0.256 1.011 -0.983
5 C 0.279 0.902 0.372
6 C 1.505 0.030 0.181
7 C 1.043 -0.895 -0.665
8 H -2.205 1.033 0.175
9 H -0.635 -0.957 1.366
10 H -1.037 -0.899 -1.606
11 H 0.328 1.847 0.912
12 H 2.467 0.128 0.665
13 H 1.518 -1.776 -1.077

Cartesian forces (eV/Å) of the 3 atoms listed first:
-0.1 0.2 -0.2
0.2 -0.2 0.2
-0.2 -0.3 -0.2

LUMO ... 1.06 eV
HOMO-LUMO gap ... 10.780 eV

***

Entry 6:
Formula: C23H35N3O4S
Source: OMol25
Level of theory: ωB97M-V/def2-TZVPD

Atoms and positions in Å:
1 C 6.635 -3.082 1.055
2 C 7.254 -1.804 1.608
3 C 8.372 -1.247 0.725
4 C 7.904 -0.847 -0.676
5 N 6.861 0.152 -0.643
6 C 5.582 -0.112 -0.990
7 O 5.228 -1.174 -1.455
8 C 4.625 1.052 -0.739
9 C 3.360 0.890 -1.580
10 C 2.347 1.986 -1.247
11 N 2.036 1.984 0.163
12 C 0.843 1.755 0.766
13 O 0.742 1.769 1.978
14 C -0.366 1.492 -0.128
15 C -0.370 0.036 -0.612
16 C -1.601 -0.206 -1.486
17 N -2.832 0.108 -0.796
18 S -3.414 -1.092 0.230
19 O -2.991 -0.915 1.591
20 O -3.140 -2.349 -0.404
21 C -5.165 -0.748 0.123
22 C -5.865 -0.328 1.236
23 C -7.219 -0.059 1.124
24 C -7.873 -0.209 -0.094
25 C -9.341 0.059 -0.212
26 C -7.145 -0.637 -1.202
27 C -5.793 -0.906 -1.097
28 C -2.867 1.436 -0.221
29 C -1.656 1.734 0.660
30 C 3.209 2.185 0.990
31 C 4.234 1.080 0.743
32 H 7.405 -3.823 0.851
33 H 6.087 -2.883 0.138
34 H 5.939 -3.501 1.778
35 H 7.671 -2.003 2.598
36 H 6.473 -1.050 1.725
37 H 8.811 -0.373 1.216
38 H 9.158 -1.997 0.618
39 H 7.490 -1.708 -1.203
40 H 8.753 -0.458 -1.248
41 H 7.084 1.032 -0.206
42 H 5.124 1.992 -1.000
43 H 2.934 -0.093 -1.374
44 H 3.609 0.930 -2.642
45 H 2.781 2.964 -1.500
46 H 1.449 1.851 -1.846
47 H -0.351 2.170 -0.989
48 H -0.420 -0.624 0.257
49 H 0.531 -0.203 -1.178
50 H -1.556 0.412 -2.390
51 H -1.668 -1.256 -1.773
52 H -5.340 -0.224 2.172
53 H -7.774 0.270 1.990
54 H -9.583 0.477 -1.186
55 H -9.676 0.744 0.562
56 H -9.895 -0.874 -0.101
57 H -7.646 -0.759 -2.151
58 H -5.213 -1.244 -1.940
59 H -2.922 2.152 -1.050
60 H -3.789 1.509 0.360
61 H -1.670 1.076 1.530
62 H -1.697 2.766 1.010
63 H 3.648 3.162 0.754
64 H 2.880 2.182 2.030
65 H 3.797 0.118 1.017
66 H 5.109 1.251 1.374

Cartesian forces (eV/Å) of the 3 atoms listed first:
0.0 0.2 0.1
0.2 -0.1 -0.1
-0.3 0.1 0.0

LUMO ... 0.63 eV
SMILES ... CCCCNC(=O)C1CCN(C(=O)C2CCN(S(=O)(=O)c3ccc(C)cc3)CC2)CC1
HOMO-LUMO gap ... 9.725 eV

***

Entry 7:
Formula: C11H5N2NiO5
Source: OMol25
Level of theory: ωB97M-V/def2-TZVPD

Atoms and positions in Å:
1 O -0.189 5.089 -1.403
2 C 0.212 4.349 -0.623
3 Ni 0.099 -0.268 -2.543
4 C 0.206 -1.851 -1.734
5 O 0.676 -2.813 -1.250
6 C -1.086 -1.823 -4.939
7 O -1.051 -2.115 -6.056
8 C 1.609 -0.220 -1.557
9 O 2.700 -0.477 -1.157
10 C -1.501 0.025 -1.896
11 O -2.688 -0.041 -1.896
12 H 0.793 0.808 -1.574
13 N -0.131 -0.119 5.679
14 C -0.106 -0.108 4.507
15 C -0.011 -0.069 3.059
16 C -0.842 -0.913 2.302
17 C -0.728 -0.876 0.906
18 N 0.151 -0.078 0.324
19 C 0.904 0.786 0.999
20 C 0.876 0.794 2.400
21 H -1.578 -1.602 2.717
22 H -1.384 -1.483 0.271
23 H 1.533 1.536 0.508
24 H 1.537 1.468 2.956

Cartesian forces (eV/Å) of the 3 atoms listed first:
1.0 -1.9 2.0
-1.0 1.8 -2.0
0.2 0.5 -3.3

LUMO (alpha / beta) ... -5.59 / -6.47 eV
Spin multiplicity ... 3
Total charge ... +1
Expectation value of S² ... 2.015
HOMO-LUMO gap (alpha / beta) ... 6.615 / 7.582 eV

***

Relative energy (zero: lowest compared OMol25 entry of this formula, charge and spin) for every record listed, in sequence, given in eV: 2.243; 0.000; 2.740; 2.940; 2.652; 0.694; 2.104.
M for every record listed, in sequence, given in g/mol: 89.1; 578.6; 949.5; 105.2; 98.1; 449.6; 303.9.
Calculated total energy for every record listed, in sequence, given in eV: -8808.286; -64359.662; -147570.150; -9378.643; -9374.443; -47916.140; -65734.651.